The following is a DFT calculation (ωB97M-V with the def2-TZVPD basis set) of a single C5H8O molecule.

Values from the calculation:
**Frontier orbital gap**: 0.3997 Ha
**ΔE to the lowest compared entry with this formula, charge and spin**: 28.9 kcal/mol

Structure (ORCA input):
```
! RIJCOSX wB97M-V def2-TZVPD def2/J DEFGRID3
* xyz 0 1
O 2.0236 0.9428 -1.3787
C 2.0507 0.6576 -0.2060
C 0.9635 -0.0981 0.5196
C -0.2252 -0.4330 -0.3439
C -1.5323 -0.7956 0.3000
C -1.3830 0.5180 -0.4164
H 2.9246 0.9386 0.4227
H 1.4273 -1.0030 0.9417
H 0.6630 0.5051 1.3895
H 0.0258 -0.9511 -1.2661
H -2.1361 -1.5705 -0.1634
H -1.5862 -0.7813 1.3861
H -1.8835 0.6486 -1.3709
H -1.3323 1.4219 0.1860
*
```

=====

The following is a DFT calculation (ωB97M-V with the def2-TZVPD basis set) of a single C7H11N molecule.

Values from the calculation:
**Frontier orbital gap (alpha / beta)**: 0.2819 / 0.2820 Ha
**ΔE to the lowest compared entry with this formula, charge and spin**: 101.3 kcal/mol

Structure (ORCA input):
```
! RIJCOSX wB97M-V def2-TZVPD def2/J DEFGRID3
* xyz 0 1
C 0.6336 -1.8353 -0.8941
C -1.9668 0.0517 0.8418
C -0.6008 1.2647 -0.9165
C 1.1116 -0.8109 0.0527
C -0.6246 0.5270 0.3823
C 0.5185 0.1749 1.1203
N 2.9586 0.9148 0.3394
C 1.8583 0.2630 0.3441
H 2.8919 1.7371 0.9353
H 0.4727 -0.0605 2.1827
H -0.1390 -2.4652 -0.4486
H 1.4746 -2.4814 -1.1600
H 0.2421 -1.4189 -1.8335
H -0.9767 0.6394 -1.7378
H -2.7233 0.8311 0.7132
H -2.2934 -0.7997 0.2308
H -1.9538 -0.2724 1.8831
H 0.3945 1.6166 -1.1803
H -1.2781 2.1241 -0.8548
*
```